1) ORCA calculation (ωB97M-V/def2-TZVPD) on 2 unconnected molecules or ions with the total composition CH2Cl2NO2S.

Output
net charge = -1
orbital gap = 3.76 eV
multiplicity = 1

Last column: natural (NBO) charge in e.
Atoms and positions in Å:
1 C 0.389 2.234 0.644  0.41
2 N 0.011 -2.126 0.268  -1.03
3 O -0.386 -2.179 -2.438  -1.08
4 O 0.784 1.495 1.513  -0.48
5 S -0.182 -1.199 -1.244  0.46
6 Cl -1.177 2.921 0.665  0.03
7 Cl 1.419 2.840 -0.604  0.02
8 H -0.787 -2.645 0.302  0.33
9 H -0.070 -1.341 0.893  0.34

2) ORCA calculation (ωB97M-V/def2-TZVPD) on a molecular structure, CH2Cl2NO2S.

Output
net charge = -1
orbital gap (spin up / spin down) = 7.39 / 7.39 eV
multiplicity = 1

Last column: natural (NBO) charge in e.
Atoms and positions in Å:
1 C -1.209 0.587 1.521  -0.33
2 N 0.797 -0.013 -1.240  -1.10
3 O 2.112 -0.419 0.890  -0.98
4 O -0.009 -1.742 0.296  -1.02
5 S 0.705 -0.468 0.449  1.87
6 Cl -2.361 -0.490 0.797  -0.05
7 Cl -0.985 1.921 0.391  -0.14
8 H -0.082 -0.401 -1.664  0.39
9 H 1.032 1.025 -1.441  0.38

Taking the most stable structure as the zero point, the relative energies in eV are 1) 0.000; 2) 0.954.

1) ORCA calculation (ωB97M-V/def2-TZVPD) on 2 unconnected molecules or ions with the total composition C12H17NS.

Output
net charge = 0
orbital gap = 8.48 eV
multiplicity = 1
SMILES string = Cc1c[nH]c2ccccc12.CCSC

Last column: natural (NBO) charge in e.
Atoms and positions in Å:
1 C -3.127 -1.850 0.275  -0.63
2 C -0.119 -0.440 -1.471  0.15
3 C -0.879 -1.567 -0.942  -0.09
4 C -2.053 -0.999 -0.363  -0.09
5 C -2.002 0.348 -0.540  -0.05
6 C 1.190 -0.555 -1.905  -0.25
7 C 1.680 -1.824 -2.081  -0.21
8 C 0.980 -2.985 -1.652  -0.25
9 C -0.301 -2.829 -1.219  -0.19
10 N -0.843 0.693 -1.209  -0.53
11 H 1.677 0.400 -2.073  0.22
12 H 2.627 -2.068 -2.550  0.21
13 H -0.731 1.678 -1.348  0.42
14 H 1.493 -3.934 -1.689  0.22
15 H -2.830 1.041 -0.570  0.21
16 H -0.984 -3.591 -0.837  0.20
17 H -3.368 -1.602 1.309  0.22
18 H -2.799 -2.891 0.340  0.21
19 H -4.012 -1.867 -0.366  0.22
20 C 2.176 2.316 1.755  -0.53
21 C 2.401 0.898 1.294  -0.63
22 C -0.589 3.086 1.710  -0.76
23 S 0.873 3.022 0.656  0.16
24 H 1.845 2.173 2.796  0.22
25 H 3.108 2.862 1.857  0.22
26 H 3.019 0.188 1.877  0.21
27 H 2.954 0.837 0.345  0.21
28 H -0.443 3.403 2.727  0.23
29 H -1.323 3.635 1.133  0.23
30 H -1.109 2.119 1.533  0.22
31 H 1.488 0.302 1.207  0.22

2) ORCA calculation (ωB97M-V/def2-TZVPD) on 2 unconnected molecules or ions with the total composition C12H17NS.

Output
net charge = 0
orbital gap = 8.46 eV
multiplicity = 1
SMILES string = Cc1c[nH]c2ccccc12.CCSC

Last column: natural (NBO) charge in e.
Atoms and positions in Å:
1 C -0.542 2.585 2.345  -0.54
2 C -1.049 3.831 1.734  -0.63
3 C -2.342 0.165 2.238  -0.72
4 S -1.858 1.656 3.319  0.14
5 H 0.209 2.107 1.632  0.24
6 H -0.027 2.936 3.284  0.22
7 H -0.362 4.267 0.893  0.21
8 H -0.882 4.738 2.568  0.19
9 H -2.315 -0.796 2.737  0.22
10 H -3.429 0.285 1.830  0.21
11 H -1.738 0.085 1.351  0.23
12 H -2.094 3.961 1.413  0.23
13 C 1.130 -4.041 -1.389  -0.65
14 C 1.307 -0.387 -0.846  0.20
15 C 0.611 -1.542 -1.256  -0.12
16 C 1.432 -2.688 -0.965  -0.10
17 C 2.587 -2.191 -0.292  -0.02
18 C -0.235 1.078 -1.862  -0.22
19 C 0.975 0.981 -1.166  -0.29
20 C -1.044 -0.136 -2.178  -0.23
21 C -0.581 -1.397 -1.956  -0.20
22 N 2.568 -0.848 -0.325  -0.53
23 H -0.701 1.983 -2.289  0.22
24 H 1.560 1.863 -1.136  0.23
25 H -2.018 -0.103 -2.672  0.21
26 H -1.201 -2.166 -2.395  0.22
27 H 3.091 -0.163 0.117  0.40
28 H 3.491 -2.548 0.079  0.21
29 H 2.018 -4.377 -2.021  0.22
30 H 0.342 -4.245 -2.113  0.23
31 H 1.096 -4.893 -0.682  0.22

Taking the most stable structure as the zero point, the relative energies in eV are 1) 0.000; 2) 1.241.

1) ORCA calculation (ωB97M-V/def2-TZVPD) on 2 unconnected molecules or ions with the total composition C10H16NO.

Output
net charge = +1
orbital gap = 7.50 eV
multiplicity = 1

Last column: natural (NBO) charge in e.
Atoms and positions in Å:
1 C 3.171 -0.072 0.020  -0.10
2 C 2.229 0.729 -0.163  0.27
3 C -2.479 -0.444 0.672  -0.44
4 C -0.493 -1.132 -0.894  -0.43
5 C -0.243 0.040 1.227  -0.54
6 C -2.529 0.890 0.115  -0.19
7 C -0.791 0.170 -1.661  -0.22
8 C -1.037 -0.983 0.518  -0.23
9 C -0.305 1.301 0.488  0.24
10 C 4.324 -0.928 0.227  -0.70
11 N -1.169 1.255 -0.660  -0.41
12 O 1.357 1.555 -0.559  -0.57
13 H -2.676 -0.363 1.783  0.24
14 H -3.214 -0.947 0.143  0.24
15 H -1.035 -1.931 -1.520  0.25
16 H 0.555 -1.402 -0.969  0.26
17 H -0.506 0.179 2.368  0.28
18 H 0.811 -0.398 1.357  0.32
19 H -3.302 1.026 -0.646  0.23
20 H -2.706 1.647 0.820  0.23
21 H 0.142 0.481 -1.978  0.26
22 H -1.620 0.044 -2.458  0.24
23 H -0.913 -1.930 1.004  0.26
24 H -0.026 2.259 0.859  0.27
25 H 4.415 -1.894 -0.364  0.25
26 H 5.249 -0.300 -0.101  0.26
27 H 4.289 -1.071 1.367  0.25
28 H -1.497 2.218 -0.994  0.47

2) ORCA calculation (ωB97M-V/def2-TZVPD) on 2 unconnected molecules or ions with the total composition C10H16NO.

Output
net charge = +1
orbital gap (spin up / spin down) = 8.25 / 8.25 eV
multiplicity = 1

Last column: natural (NBO) charge in e.
Atoms and positions in Å:
1 C 3.263 -0.371 -0.880  -0.34
2 C 2.059 0.022 -1.361  -0.13
3 C 3.146 -0.450 0.474  0.24
4 C 1.189 0.274 -0.282  0.08
5 C -0.108 0.710 -0.216  0.25
6 C -1.067 1.583 -0.046  0.03
7 C -2.544 1.353 -0.030  -0.62
8 C -0.625 3.020 0.223  -0.62
9 C -0.074 -2.087 -0.682  -0.44
10 C -1.126 -1.778 1.419  -0.42
11 N -1.008 -1.375 0.033  -0.54
12 O 1.926 -0.065 0.907  -0.38
13 H 4.106 -0.627 -1.529  0.27
14 H 2.062 0.213 -2.464  0.27
15 H 3.834 -0.693 1.251  0.23
16 H -2.909 1.691 0.845  0.24
17 H -2.957 0.288 -0.023  0.21
18 H -2.975 1.791 -0.875  0.25
19 H -1.055 3.277 1.312  0.25
20 H 0.487 3.250 0.259  0.25
21 H -1.063 3.659 -0.478  0.24
22 H -0.088 -3.307 -0.523  0.21
23 H -0.225 -1.915 -1.832  0.23
24 H 1.002 -1.822 -0.541  0.21
25 H -1.890 -1.209 1.915  0.21
26 H -1.199 -2.795 1.646  0.22
27 H -0.142 -1.366 1.790  0.20
28 H -2.018 -1.271 -0.315  0.41

3) ORCA calculation (ωB97M-V/def2-TZVPD) on 2 unconnected molecules or ions with the total composition C10H16NO.

Output
net charge = +1
orbital gap = 9.36 eV
multiplicity = 1

Last column: natural (NBO) charge in e.
Atoms and positions in Å:
1 C 4.166 0.144 0.527  0.03
2 C 3.359 0.750 -0.307  0.03
3 C 1.826 -1.031 0.725  -0.02
4 C -1.767 0.554 0.821  -0.43
5 C -1.141 -0.838 0.614  -0.32
6 C -0.665 1.519 0.378  0.10
7 C -0.064 -0.532 -0.408  0.61
8 C -2.145 -1.900 0.174  -0.61
9 C -1.162 2.791 -0.284  -0.62
10 C 0.222 -1.413 -1.574  -0.70
11 N 2.796 -0.311 0.436  -0.30
12 O 0.095 0.759 -0.590  -0.50
13 H 5.080 -0.051 1.032  0.27
14 H 3.089 1.464 -1.047  0.27
15 H 1.931 -1.815 1.463  0.19
16 H -2.637 0.670 0.173  0.22
17 H -2.074 0.726 1.848  0.24
18 H -0.684 -1.179 1.546  0.24
19 H 0.010 1.756 1.211  0.19
20 H -2.904 -2.007 0.944  0.24
21 H -1.660 -2.862 0.042  0.22
22 H -2.638 -1.624 -0.754  0.21
23 H -1.860 3.297 0.378  0.24
24 H -1.668 2.553 -1.217  0.22
25 H -0.334 3.462 -0.498  0.22
26 H 1.064 -1.033 -2.146  0.24
27 H -0.653 -1.417 -2.227  0.25
28 H 0.415 -2.434 -1.262  0.25

Taking the most stable structure as the zero point, the relative energies in eV are 1) 1.037; 2) 0.000; 3) 0.688.

1) ORCA calculation (ωB97M-V/def2-TZVPD) on 2 unconnected molecules or ions with the total composition C4H16NSi2.

Output
net charge = +1
orbital gap = 9.46 eV
multiplicity = 1

Last column: natural (NBO) charge in e.
Atoms and positions in Å:
1 C -0.576 -1.619 -0.147  -0.66
2 C -0.203 -2.191 2.334  -0.62
3 C -0.028 -1.104 1.262  -0.05
4 C 1.199 1.901 -1.489  -1.34
5 N -0.696 0.142 1.736  -0.82
6 Si 0.546 1.296 -3.181  0.95
7 Si 0.062 1.838 0.066  1.31
8 H 0.148 -1.837 -0.840  0.23
9 H -1.278 -2.468 -0.230  0.25
10 H -1.156 -0.823 -0.660  0.21
11 H -0.092 -1.764 3.327  0.22
12 H 0.530 -3.019 2.004  0.24
13 H -1.232 -2.466 2.184  0.21
14 H 1.074 -0.864 1.218  0.19
15 H 2.107 1.338 -1.203  0.28
16 H -1.682 0.163 1.896  0.42
17 H -0.040 0.399 2.575  0.42
18 H -0.465 2.184 -3.416  -0.17
19 H 0.016 -0.085 -2.654  -0.16
20 H 1.520 1.416 -4.167  -0.13
21 H 0.188 2.865 1.142  -0.13
22 H -1.407 1.690 -0.283  -0.17
23 H 1.466 3.007 -1.474  0.30

2) ORCA calculation (ωB97M-V/def2-TZVPD) on 2 unconnected molecules or ions with the total composition C4H16NSi2.

Output
net charge = +1
orbital gap = 9.15 eV
multiplicity = 1

Last column: natural (NBO) charge in e.
Atoms and positions in Å:
1 C -2.462 0.003 0.948  -0.66
2 C -1.373 -1.575 -0.793  -0.62
3 C -1.407 -0.170 -0.156  -0.03
4 C 1.111 0.365 -0.055  -0.71
5 N -0.138 0.008 0.656  -0.60
6 Si 1.272 2.230 -0.772  0.88
7 Si 2.728 -0.721 0.410  0.92
8 H -3.390 0.555 0.532  0.26
9 H -2.988 -0.860 1.317  0.25
10 H -2.147 0.597 1.788  0.22
11 H -2.218 -1.608 -1.618  0.27
12 H -1.406 -2.319 -0.156  0.21
13 H -0.325 -1.728 -1.387  0.24
14 H -1.314 0.763 -0.722  0.23
15 H 1.143 -0.327 -1.867  0.15
16 H -0.148 0.776 1.333  0.43
17 H 0.093 -0.767 1.208  0.42
18 H 0.187 3.101 -0.236  -0.14
19 H 1.619 2.642 -2.124  -0.10
20 H 2.366 2.337 0.046  -0.18
21 H 1.878 -1.813 0.860  -0.20
22 H 3.452 -1.227 -0.744  -0.10
23 H 3.466 -0.261 1.531  -0.13

Taking the most stable structure as the zero point, the relative energies in eV are 1) 0.000; 2) 3.620.